[1]
Formula: C4H5FN2S
Source: the OMol25 dataset
Level of theory: ωB97M-V/def2-TZVPD

Geometry (Å):
C -1.683 -0.701 -0.475
N -1.144 -1.539 0.351
N 0.278 -1.567 0.407
C 1.137 -0.557 0.371
S 2.776 -0.630 0.214
C 0.425 0.730 0.455
C 0.605 1.904 -0.278
F -0.561 0.809 1.417
H -1.111 0.021 -1.152
H -2.769 -0.702 -0.640
H 0.610 -2.600 0.545
H 1.446 2.079 -0.951
H -0.008 2.753 -0.266

Calculated values
SMILES = C=NNC(=S)C(=C)F
HOMO-LUMO gap = 8.28 eV

Atom charges from the Löwdin analysis, given in e for atoms 1 to 4: C -0.020; N 0.001; N -0.043; C -0.842


[2]
Formula: C26H22N2O4PS3SbV
Source: the OMol25 dataset
Level of theory: ωB97M-V/def2-TZVPD

Geometry (Å):
V -1.698 1.361 -1.892
S -5.845 2.199 -1.532
Sb -4.332 3.300 -2.614
S -2.164 3.090 -0.962
S -2.758 1.329 -3.604
O 0.027 -0.653 -2.975
C 0.630 0.185 -2.350
O 0.114 1.418 -2.167
C 1.931 -0.083 -1.681
C 2.822 -0.932 -2.322
C 4.045 -1.222 -1.736
C 4.374 -0.684 -0.498
C 3.480 0.144 0.162
C 2.254 0.454 -0.428
P 1.102 1.474 0.504
C 0.385 0.638 1.881
C 0.548 -0.749 2.020
C -0.085 -1.411 3.056
C -0.889 -0.707 3.946
C -1.081 0.664 3.793
C -0.461 1.338 2.758
C 1.703 3.109 0.792
C 2.014 3.878 -0.338
C 2.516 5.153 -0.175
C 2.705 5.665 1.106
C 2.400 4.903 2.228
C 1.893 3.625 2.081
H 2.555 -1.352 -3.283
H 4.744 -1.870 -2.247
H 5.328 -0.913 -0.042
H 3.736 0.548 1.134
H 1.186 -1.296 1.339
H 0.059 -2.476 3.182
H -1.369 -1.228 4.764
H -1.712 1.206 4.485
H -0.626 2.402 2.630
H 1.864 3.473 -1.332
H 2.764 5.751 -1.041
H 3.102 6.664 1.229
H 2.569 5.303 3.218
H 1.683 3.022 2.955
O -0.131 -5.357 -3.127
C -1.250 -5.510 -2.290
N -1.559 -4.153 -1.867
C -2.363 -3.922 -0.821
O -2.886 -4.798 -0.163
C -2.575 -2.479 -0.402
C -3.227 -2.253 0.805
C -3.438 -0.953 1.237
C -2.987 0.093 0.465
N -2.361 -0.118 -0.714
C -2.184 -1.387 -1.145
H 0.013 -6.166 -3.620
H -1.035 -6.115 -1.407
H -2.103 -5.941 -2.818
H -1.062 -3.430 -2.363
H -3.566 -3.112 1.371
H -3.952 -0.744 2.164
H -3.126 1.119 0.764
H -1.719 -1.492 -2.114

Calculated values
HOMO-LUMO gap (alpha / beta) = 6.38 / 6.34 eV
Charge = +2
Spin multiplicity = 2

Atom charges from the Löwdin analysis, given in e for atoms 1 to 4: V 0.058; S -0.080; Sb 0.599; S 0.257


[3]
Formula: C22H21AsCl5MoN3O6
Source: the OMol25 dataset
Level of theory: ωB97M-V/def2-TZVPD

Geometry (Å):
Mo -0.145 -0.490 0.486
Cl -2.352 6.243 -1.969
C -1.940 4.741 -1.285
C -1.093 3.871 -1.987
Cl -0.480 4.296 -3.520
C -0.760 2.646 -1.422
Cl 0.226 1.494 -2.232
C -1.258 2.314 -0.173
O -0.915 1.111 0.356
C -2.115 3.152 0.526
Cl -2.729 2.642 2.043
C -2.457 4.381 -0.033
Cl -3.501 5.432 0.808
O 5.493 -2.338 -0.438
C 5.501 -1.128 0.105
O 6.503 -0.547 0.394
C 4.180 -0.500 0.452
C 4.097 0.715 1.110
N 2.797 0.993 1.290
N 2.015 0.043 0.774
C 2.844 -0.874 0.276
C 2.181 -2.055 -0.315
O 2.726 -3.042 -0.698
O 0.824 -1.897 -0.363
H 4.602 -2.706 -0.568
H 4.888 1.368 1.443
H 2.404 1.826 1.702
C 0.110 -3.430 2.660
C -0.293 -2.085 3.159
N -0.652 -1.928 4.413
O -0.257 -1.066 2.407
H -0.303 -4.231 3.269
H 1.201 -3.502 2.694
H -0.199 -3.555 1.623
H -0.658 -2.705 5.056
H -0.888 -1.011 4.766
C -2.142 -3.203 -1.284
As -2.366 -1.653 -0.162
C -3.450 -0.448 -1.210
C -3.511 -2.198 1.330
C -4.755 -2.885 0.848
C -4.772 -4.266 0.666
C -5.912 -4.897 0.191
C -7.045 -4.152 -0.107
C -7.038 -2.777 0.079
C -5.898 -2.146 0.555
H -3.119 -3.611 -1.536
H -1.551 -3.958 -0.768
H -1.614 -2.905 -2.188
H -4.356 -0.961 -1.527
H -2.887 -0.125 -2.086
H -3.714 0.419 -0.605
H -3.735 -1.282 1.880
H -2.916 -2.849 1.974
H -3.894 -4.855 0.910
H -5.919 -5.971 0.062
H -7.936 -4.645 -0.472
H -7.925 -2.197 -0.135
H -5.906 -1.074 0.719

Calculated values
HOMO-LUMO gap (alpha / beta) = 6.16 / 6.10 eV
Charge = +2

Atom charges from the Löwdin analysis, given in e for atoms 1 to 4: Mo 1.562; Cl 0.781; C -0.680; C -0.688


[4]
Formula: C2H7NS
Source: the OMol25 dataset
Level of theory: ωB97M-V/def2-TZVPD

Geometry (Å):
C -0.754 -0.343 0.942
N -2.057 -0.329 1.264
H -0.345 0.497 0.354
H -0.183 -1.191 1.297
H -2.257 -0.782 2.156
H -2.806 -0.272 0.570
C 1.680 0.487 -1.426
S 1.925 -0.265 0.225
H 1.185 1.480 -1.307
H 2.591 0.794 -1.950
H 1.021 -0.076 -2.125

Calculated values
HOMO-LUMO gap (alpha / beta) = 6.84 / 6.35 eV
Charge = +1
Spin multiplicity = 2

Atom charges from the Löwdin analysis, given in e for atoms 1 to 4: C 0.077; N 0.180; H 0.065; H 0.069